C8H8ClI2NO2 | ωB97M-V with the def2-TZVPD basis set

Last column: Löwdin charge in e.
CARTESIAN COORDINATES (ANGSTROEM)
1 C -1.06 -1.63 0.70  -0.06
2 C -2.25 -0.25 -1.49  -0.29
3 C -1.67 -2.26 -0.37  -0.84
4 C 1.03 0.94 0.96  -0.54
5 C -1.01 -0.14 0.74  -0.35
6 C -2.27 0.49 -0.23  -1.25
7 C 3.11 0.36 -0.51  -0.12
8 C 2.31 1.37 0.23  -0.17
9 N -2.04 -1.55 -1.47  0.05
10 O 0.89 1.16 2.15  0.11
11 O 0.24 0.26 0.17  0.00
12 Cl -1.75 -3.91 -0.52  0.76
13 I -4.06 0.01 0.81  0.93
14 I -1.95 2.52 -0.58  0.96
15 H -0.78 -2.19 1.59  0.12
16 H -2.52 0.19 -2.34  0.05
17 H -1.31 0.20 1.69  0.10
18 H 2.54 -0.26 -1.15  0.06
19 H 3.90 0.72 -1.20  0.09
20 H 3.65 -0.21 0.23  0.08
21 H 2.07 2.31 -0.45  0.15
22 H 2.95 1.87 1.05  0.14

Results
Frontier orbital gap   8.15 eV
Highest occupied orbital energy   -9.156 eV